1.
Molecular formula: C4H7NO
Method: DFT, the ωB97M-V functional and the def2-TZVPD basis

E_HOMO ... -0.3055 Ha
Energy above the lowest of the compared OMol25 structures with the same formula, charge and spin ... 2.5718 eV
Max |F| ... 0.0542 Eh/bohr
Orbital gap ... 0.33304 Eh
E_tot ... -286.5371 Ha
SMILES string ... C=CO.CC#N

Each line ends with the Mulliken charge.
Element x y z (Å)
C 1.89 0.76 0.04  -0.72
C 1.83 -0.52 0.37  0.01
O 2.23 -1.49 -0.46  -0.45
H 2.21 0.96 -0.96  0.17
H 1.59 1.66 0.50  0.32
H 1.60 -0.91 1.34  0.34
H 2.48 -1.20 -1.30  0.29
C -2.71 0.20 0.27  -0.85
C -1.45 -0.14 -0.39  0.38
N -0.44 -0.38 -0.89  -0.28
H -3.57 -0.45 0.12  0.29
H -2.95 1.20 -0.08  0.25
H -2.70 0.31 1.42  0.25

---

2.
Molecular formula: C4H7NO
Method: DFT, the ωB97M-V functional and the def2-TZVPD basis

E_HOMO ... -0.3285 Ha
Energy above the lowest of the compared OMol25 structures with the same formula, charge and spin ... 3.3603 eV
Max |F| ... 0.0154 Eh/bohr
Orbital gap ... 0.35574 Eh
E_tot ... -286.5082 Ha
SMILES string ... C=C=N.C=CO

Each line ends with the Mulliken charge.
Element x y z (Å)
C 1.77 -0.78 0.37  -0.94
C 1.30 -0.61 -0.83  0.65
N 0.68 -0.41 -1.88  -0.66
H 1.34 -1.60 0.95  0.30
H 2.50 -0.12 0.82  0.32
H -0.12 0.16 -1.57  0.41
C -0.39 1.09 0.80  -0.72
C -1.32 0.51 0.04  -0.35
O -1.75 -0.76 0.32  -0.49
H -0.05 0.61 1.70  0.33
H 0.05 2.04 0.51  0.29
H -1.79 1.03 -0.80  0.52
H -2.25 -1.11 -0.43  0.35

---

3.
Molecular formula: C4H7NO
Method: DFT, the ωB97M-V functional and the def2-TZVPD basis

E_HOMO ... -0.3683 Ha
Energy above the lowest of the compared OMol25 structures with the same formula, charge and spin ... 2.2631 eV
Max |F| ... 0.0193 Eh/bohr
Orbital gap ... 0.40279 Eh
E_tot ... -286.5485 Ha
SMILES string ... [H]/N=C1/CO[C@@H]1C

Each line ends with the Mulliken charge.
Element x y z (Å)
H 0.96 -1.65 -1.31  0.27
N 1.71 -1.09 -0.90  -0.70
C 1.05 -0.12 -0.45  0.33
C 1.30 1.11 0.38  -0.29
O -0.12 1.19 0.63  -0.42
C -0.43 0.24 -0.42  0.40
C -1.58 -0.70 -0.06  -1.28
H 1.90 1.01 1.29  0.25
H 1.65 1.96 -0.22  0.21
H -0.68 0.78 -1.35  0.22
H -2.42 -0.07 0.27  0.32
H -1.93 -1.28 -0.92  0.38
H -1.33 -1.38 0.75  0.30

---

4.
Molecular formula: C4H7NO
Method: DFT, the ωB97M-V functional and the def2-TZVPD basis

E_HOMO ... -0.3689 Ha
Energy above the lowest of the compared OMol25 structures with the same formula, charge and spin ... 2.3301 eV
Max |F| ... 0.0795 Eh/bohr
Orbital gap ... 0.40570 Eh
E_tot ... -286.5460 Ha
SMILES string ... O[C@H]1CCC=N1

Each line ends with the Mulliken charge.
Element x y z (Å)
O 1.82 0.20 -1.36  -0.62
C 0.86 0.85 -0.35  0.41
C -0.65 0.35 -0.64  -0.65
C -0.80 -0.60 0.57  -0.28
C 0.50 -0.63 1.19  -0.34
N 1.33 0.26 0.83  -0.58
H 2.75 0.22 -0.88  0.33
H 1.10 1.93 -0.53  0.34
H -0.71 -0.12 -1.71  0.30
H -1.32 1.36 -0.52  0.20
H -1.22 -1.56 0.17  0.24
H -1.50 -0.24 1.33  0.25
H 0.85 -1.16 2.08  0.40